# 1
7
Properties=species:S:1:pos:R:3 method="wB97M-V/def2-TZVPD" smiles="O=C=C(Cl)Cl.Cl" gap_ev=8.8642 e_above_lowest_kj_mol=72.9 e_lumo_ev=-0.03
C 0.081 0.142 -0.852
C 0.877 1.034 -0.234
O -0.643 -0.557 -1.380
Cl 0.811 1.096 1.495
Cl -1.701 -1.343 1.463
Cl 2.022 1.935 -1.153
H -1.445 -2.307 0.660

# 2
23
Properties=species:S:1:pos:R:3 method="wB97M-V/def2-TZVPD" smiles=Cc1ccccc1.CC gap_ev=10.0824 e_above_lowest_kj_mol=30.8 e_lumo_ev=1.01
C 0.494 2.182 -1.879
C -0.213 3.368 -1.265
H 0.439 2.263 -2.968
H 1.547 2.101 -1.600
H 0.080 1.197 -1.687
H -0.173 3.405 -0.179
H -1.250 3.352 -1.543
H 0.130 4.330 -1.653
C -2.390 -1.494 0.303
C 1.247 -0.890 -0.470
C 1.809 -0.608 0.764
C -0.107 -1.150 -0.646
C -0.916 -1.237 0.480
C 0.944 -0.572 1.856
C -0.392 -0.905 1.724
H 1.908 -0.917 -1.335
H 2.830 -0.271 0.849
H -0.456 -1.262 -1.665
H 1.369 -0.263 2.805
H -2.921 -1.718 1.232
H -2.609 -2.298 -0.392
H -1.029 -0.763 2.590
H -2.850 -0.571 -0.053

# 3
11
Properties=species:S:1:pos:R:3 method="wB97M-V/def2-TZVPD" gap_ev="9.1485 / 9.1430" e_above_lowest_kj_mol=534.8 e_lumo_ev="-0.81 / -0.81"
C -0.204 1.765 -0.967
C -1.351 1.122 -0.373
N -1.271 2.121 -1.481
N 0.588 -1.201 0.470
O -2.434 -1.221 -0.378
O -0.787 -0.670 -2.217
S -1.254 -0.590 -0.886
H 0.827 1.719 -1.055
H -1.744 1.493 0.639
H 1.317 -1.160 -0.258
H 0.403 -2.165 0.636

What DFT total energy values result from the calculations? In sequence: -1532.5719; -351.3185; -736.6012 Ha.
What maximum force values result from the calculations? In sequence: 3.6; 1.1; 4.1 eV/A.